--- i ---
C41H51F6N5OPS2Sb2Ta as an isolated structure, computed with ωB97M-V/def2-TZVPD.

Element x y z (Å)
Ta (0.48, 0.46, 0.44)
Sb (-2.11, 1.31, 1.51)
Sb (-1.35, -4.04, 3.21)
S (1.78, 0.77, -1.59)
S (-0.06, -1.09, 2.22)
P (1.99, 2.69, 2.06)
F (0.88, 1.61, 2.64)
F (2.96, 2.38, 3.22)
F (1.22, 3.87, 2.70)
F (2.96, 3.55, 1.21)
F (0.86, 2.67, 0.71)
F (2.48, 1.28, 1.19)
O (-0.61, 6.65, -2.53)
N (0.16, -1.63, -1.16)
N (-0.76, 4.52, -3.33)
N (1.16, 5.28, -2.15)
N (-0.88, 1.57, -1.15)
N (2.51, -1.36, 0.79)
C (1.54, -1.52, 4.38)
C (-3.32, -0.03, 2.68)
C (-4.04, -1.14, 1.95)
C (-3.48, 2.42, 0.35)
C (0.19, -0.24, -5.15)
C (-1.76, 0.83, -1.81)
C (-0.86, -4.60, 5.19)
C (1.42, -2.44, -1.11)
C (3.92, -1.80, 4.25)
C (-2.32, 1.24, -3.01)
C (-4.92, -0.80, 0.93)
C (3.25, 4.17, -1.79)
C (1.50, -1.40, 3.00)
C (-3.97, -2.49, 2.35)
C (0.07, -1.13, -2.53)
C (4.29, 3.33, -2.19)
C (0.86, -0.04, -2.85)
C (0.93, 0.40, -4.17)
C (-0.69, -1.76, -3.51)
C (2.14, 3.80, -3.88)
C (2.65, -1.47, 2.23)
C (-1.85, 2.72, 3.05)
C (-0.63, -1.31, -4.82)
C (-1.01, -2.45, -0.77)
C (-5.70, -1.74, 0.28)
C (-2.00, -5.88, 2.38)
C (1.97, -2.62, 0.26)
C (-1.05, 3.27, -2.83)
C (-1.96, 2.46, -3.52)
C (-0.08, 5.57, -2.65)
C (3.87, -1.67, 2.87)
C (-4.75, -3.43, 1.68)
C (-0.51, 2.77, -1.64)
C (-3.20, -2.97, 3.54)
C (2.16, 4.39, -2.62)
C (3.79, -1.00, 0.14)
C (4.27, 2.72, -3.44)
C (3.19, 2.98, -4.28)
C (5.41, 1.84, -3.90)
C (2.76, -1.73, 5.01)
C (-5.61, -3.08, 0.66)
H (-3.83, 1.87, -0.52)
H (4.49, -1.83, 0.22)
H (-1.36, 2.27, 3.91)
H (-1.26, 3.57, 2.71)
H (-3.03, 0.61, -3.52)
H (-1.21, -1.81, -5.58)
H (-2.07, -0.10, -1.35)
H (-6.24, -3.82, 0.19)
H (-2.96, -2.20, 4.27)
H (-1.31, -2.61, -3.27)
H (4.21, -0.12, 0.61)
H (-0.99, -2.60, 0.31)
H (-2.40, 2.82, -4.45)
H (5.05, 0.99, -4.48)
H (1.21, -2.99, 0.94)
H (-0.85, -3.72, 5.83)
H (3.19, 2.57, -5.28)
H (5.99, 1.47, -3.05)
H (2.80, -1.81, 6.09)
H (0.27, 0.08, -6.18)
H (3.30, 4.66, -0.83)
H (4.87, -1.96, 4.73)
H (-5.03, 0.25, 0.66)
H (2.76, -3.38, 0.22)
H (-2.66, -0.39, 3.47)
H (-0.98, -3.43, -1.25)
H (-1.64, -5.29, 5.51)
H (1.33, 4.01, -4.57)
H (-4.32, 2.65, 1.00)
H (6.09, 2.40, -4.54)
H (-2.99, 3.34, 0.05)
H (-4.03, 0.68, 3.12)
H (0.19, 3.36, -1.07)
H (0.63, -1.43, 4.95)
H (-1.93, -1.95, -1.03)
H (0.11, -5.08, 5.21)
H (5.13, 3.18, -1.53)
H (-3.74, -3.78, 4.05)
H (-4.72, -4.46, 2.01)
H (-1.14, -6.52, 2.19)
H (-1.44, 4.90, -3.97)
H (1.49, 6.02, -1.54)
H (1.22, -3.43, -1.55)
H (1.55, 1.25, -4.40)
H (-2.65, -6.34, 3.13)
H (-6.39, -1.44, -0.49)
H (-2.86, 3.05, 3.32)
H (4.79, -1.74, 2.31)
H (-2.55, -5.70, 1.45)
H (2.14, -1.96, -1.76)
H (3.62, -0.79, -0.91)

Summary:
- HOMO-LUMO gap (spin up / spin down) (eV) = 4.94 / 3.73
- HOMO (spin up / spin down) (eV) = -14.48 / -14.48
- spin multiplicity = 2
- total charge = +3
- LUMO energy (spin up / spin down) (eV) = -9.538 / -10.744

--- ii ---
C41H51F6N5OPS2Sb2Ta as an isolated structure, computed with ωB97M-V/def2-TZVPD.

Element x y z (Å)
Ta (0.06, -0.27, -0.35)
Sb (1.19, 2.51, -1.54)
Sb (-0.96, 0.05, -3.34)
S (0.96, 1.54, 1.21)
S (-0.49, -0.98, 1.94)
P (1.14, -3.33, -1.16)
F (2.66, -3.56, -1.39)
F (1.49, -2.44, 0.23)
F (-0.43, -2.73, -0.88)
F (0.85, -4.58, -0.29)
F (0.64, -3.91, -2.52)
F (1.29, -1.77, -1.97)
O (4.93, 0.72, 4.26)
N (2.79, -0.26, -0.17)
N (-2.71, -1.52, -0.15)
N (-2.10, 1.57, 0.31)
N (3.49, -0.99, 4.27)
N (5.16, -0.79, 2.56)
C (1.02, 4.36, -0.40)
C (-0.92, 4.36, 3.31)
C (-2.75, -2.31, 1.07)
C (1.79, -4.81, 3.93)
C (-3.79, -3.21, 1.30)
C (1.43, -3.92, 4.96)
C (2.75, -4.38, 3.00)
C (5.48, -0.84, 0.17)
C (4.94, -0.72, -1.09)
C (3.33, -3.14, 3.07)
C (-2.99, -0.27, -4.09)
C (-3.20, 0.74, 0.85)
C (2.97, -2.25, 4.10)
C (1.20, -6.16, 3.83)
C (3.30, -0.41, 1.05)
C (-2.54, 2.35, -0.86)
C (-1.73, -2.23, 2.01)
C (-0.45, 4.01, -3.68)
C (2.01, -2.67, 5.04)
C (-3.80, -4.01, 2.43)
C (3.59, -0.41, -1.22)
C (4.54, -0.29, 3.73)
C (-2.32, 5.53, -3.48)
C (4.65, -0.68, 1.29)
C (-3.08, -2.38, -1.29)
C (-1.29, 3.06, -4.31)
C (-1.71, -3.07, 3.12)
C (0.01, 3.49, 2.78)
C (-0.02, -1.32, -4.73)
C (-2.63, 3.39, -4.53)
C (-1.00, 5.23, -3.25)
C (-3.65, -0.39, -0.07)
C (-2.59, 3.39, 1.90)
C (-2.23, 4.31, 2.87)
C (-2.74, -3.96, 3.33)
C (-1.67, 2.50, 1.35)
C (3.36, 2.71, -1.59)
C (-3.14, 4.62, -4.13)
C (-0.78, 1.77, -4.76)
C (0.96, 3.74, -3.46)
C (-0.36, 2.56, 1.81)
H (3.79, 2.13, -2.40)
H (1.97, -6.91, 3.99)
H (-2.82, -3.42, -1.08)
H (-0.62, 5.09, 4.05)
H (3.14, -0.29, -2.20)
H (-4.17, 4.86, -4.33)
H (-0.89, -3.00, 3.82)
H (3.79, 2.42, -0.63)
H (-2.76, 1.70, -1.71)
H (-3.62, 0.58, -3.84)
H (-4.60, -3.29, 0.59)
H (5.54, -0.85, -1.98)
H (-2.72, 6.49, -3.17)
H (3.56, 3.77, -1.77)
H (0.72, -4.23, 5.70)
H (-2.73, -4.62, 4.18)
H (3.17, -0.52, 5.11)
H (-3.26, 2.70, -5.06)
H (-0.34, -2.34, -4.52)
H (1.06, -1.27, -4.67)
H (-3.46, 2.91, -0.63)
H (1.57, 4.24, 0.53)
H (-4.15, -2.34, -1.52)
H (-4.62, -0.74, 0.32)
H (-2.52, -2.08, -2.17)
H (-0.35, 5.95, -2.78)
H (-2.88, -0.32, -5.17)
H (-3.62, 3.38, 1.57)
H (6.17, -0.68, 2.61)
H (1.04, 3.51, 3.12)
H (-2.86, 0.33, 1.80)
H (-1.77, 3.07, -1.14)
H (4.09, -2.87, 2.36)
H (0.42, -6.31, 4.57)
H (-0.35, -1.03, -5.73)
H (1.73, -2.01, 5.84)
H (1.45, 3.16, -4.24)
H (-4.62, -4.69, 2.59)
H (-3.46, -1.19, -3.76)
H (1.48, 5.14, -0.99)
H (-4.08, 1.36, 1.05)
H (1.54, 4.62, -3.25)
H (-3.82, -0.02, -1.08)
H (-2.97, 4.97, 3.28)
H (2.62, -0.29, 1.88)
H (3.05, -5.06, 2.21)
H (0.80, -6.34, 2.83)
H (-1.37, 1.39, -5.59)
H (0.26, 1.80, -5.06)
H (6.53, -1.08, 0.29)
H (-0.01, 4.63, -0.17)

Summary:
- HOMO-LUMO gap (spin up / spin down) (eV) = 3.85 / 2.33
- HOMO (spin up / spin down) (eV) = -13.84 / -13.84
- spin multiplicity = 2
- total charge = +3
- LUMO energy (spin up / spin down) (eV) = -9.991 / -11.507

Each structure's energy above the most stable one, in kJ/mol: i 0.0; ii 260.6.

--- i ---
A 3-piece molecular cluster, C5H13NS overall, computed with ωB97M-V/def2-TZVPD.

Element x y z (Å)
S (-0.30, 1.59, -0.67)
N (2.07, -0.55, -1.11)
C (-1.98, 1.09, -0.06)
C (1.00, -1.68, 0.70)
C (0.76, -2.89, 1.52)
C (-2.51, 2.24, 0.77)
C (1.85, -1.65, -0.39)
H (-2.61, 3.14, 0.15)
H (-1.83, 2.51, 1.59)
H (1.05, -2.70, 2.56)
H (-0.42, -0.10, -1.60)
H (2.07, -0.76, -2.12)
H (-3.49, 2.02, 1.18)
H (1.31, 0.17, -0.98)
H (1.26, -3.81, 1.21)
H (-2.65, 0.93, -0.90)
H (-0.32, -3.07, 1.55)
H (0.27, -0.88, 0.83)
H (-1.91, 0.16, 0.51)
H (2.28, -2.58, -0.76)

Summary:
- HOMO-LUMO gap (spin up / spin down) (eV) = 8.45 / 6.16
- HOMO (spin up / spin down) (eV) = -13.29 / -13.29
- spin multiplicity = 2
- total charge = +1
- LUMO energy (spin up / spin down) (eV) = -4.842 / -7.132

--- ii ---
A 3-piece molecular cluster, C5H13NS overall, computed with ωB97M-V/def2-TZVPD.

Element x y z (Å)
S (1.00, -0.69, 1.15)
N (1.55, 2.65, -0.92)
C (-1.86, 1.26, 0.08)
C (-0.76, 1.90, -0.69)
C (0.51, 2.03, -0.21)
C (0.16, -3.30, 0.91)
C (0.33, -2.01, 0.11)
H (1.13, -3.63, 1.29)
H (-2.26, 0.42, -0.48)
H (0.69, 1.91, 0.86)
H (-2.67, 1.96, 0.29)
H (-0.27, -4.09, 0.30)
H (-0.95, 2.36, -1.65)
H (-0.47, -3.12, 1.78)
H (1.49, 2.48, -1.91)
H (-1.47, 0.89, 1.03)
H (1.03, -2.17, -0.71)
H (-0.62, -1.66, -0.30)
H (0.98, 0.42, -0.34)
H (2.47, 2.37, -0.60)

Summary:
- HOMO-LUMO gap (spin up / spin down) (eV) = 8.32 / 5.35
- HOMO (spin up / spin down) (eV) = -13.45 / -12.86
- spin multiplicity = 2
- total charge = +1
- LUMO energy (spin up / spin down) (eV) = -5.131 / -7.511

Each structure's energy above the most stable one, in kJ/mol: i 14.3; ii 0.0.

--- i ---
A 3-piece molecular cluster, C3H11NO4 overall, computed with ωB97M-V/def2-TZVPD.

Element x y z (Å)
O (-0.78, -1.38, -3.56)
O (1.52, -2.39, -1.05)
O (0.82, 0.97, -1.12)
O (1.12, -0.62, 0.39)
N (-0.80, 2.44, 0.72)
C (0.53, 0.53, -0.03)
C (-0.18, 0.52, 2.36)
C (-0.52, 1.02, 0.93)
H (0.78, 1.08, 2.56)
H (0.06, 2.97, 0.70)
H (-1.58, 2.92, 1.12)
H (1.05, -2.46, -1.88)
H (-0.87, 0.90, 3.12)
H (-0.18, -0.56, 2.44)
H (1.31, -1.07, -0.69)
H (1.16, -2.94, -0.34)
H (-0.86, -0.44, -3.40)
H (-1.14, -1.99, -2.92)
H (-1.45, 0.49, 0.64)

Summary:
- HOMO-LUMO gap (eV) = 9.19
- HOMO (eV) = -9.04
- structure (SMILES) = C[C@@H](N)C(=O)O.O.O
- spin multiplicity = 1
- LUMO energy (eV) = 0.143

--- ii ---
C3H11NO4 as an isolated structure, computed with ωB97M-V/def2-TZVPD.

Element x y z (Å)
O (-0.33, 1.71, -0.15)
O (-0.78, 0.29, -2.44)
O (2.11, 1.61, -0.19)
O (-2.07, 0.85, 0.98)
N (1.00, -0.62, 0.01)
C (-0.10, -0.45, 0.97)
C (-0.96, -1.72, 0.98)
C (-0.92, 0.80, 0.56)
H (1.69, 0.37, -0.01)
H (-1.20, -2.19, 1.93)
H (-1.93, -1.54, 0.51)
H (-1.42, 0.70, -1.87)
H (2.45, 2.18, 0.50)
H (-0.50, 1.03, -2.99)
H (1.58, -1.43, 0.06)
H (0.96, 1.71, -0.21)
H (0.25, -0.16, 1.96)
H (-0.50, -2.47, 0.34)
H (0.65, -0.64, -0.94)

Summary:
- HOMO-LUMO gap (eV) = 10.03
- HOMO (eV) = -9.56
- spin multiplicity = 1
- LUMO energy (eV) = 0.469

Each structure's energy above the most stable one, in kJ/mol: i 90.0; ii 0.0.

--- i ---
A 4-piece molecular cluster, C3H11NO4 overall, computed with ωB97M-V/def2-TZVPD.

Element x y z (Å)
O (-0.89, 0.19, 2.78)
O (-2.13, 0.08, 0.46)
O (0.80, -1.47, 2.35)
O (0.77, -1.05, -1.49)
N (0.96, 0.35, -3.26)
C (0.37, -0.02, -2.03)
C (1.12, -0.54, 1.37)
C (-0.68, 0.80, -1.60)
H (0.94, 1.32, -3.52)
H (0.00, -0.92, 2.81)
H (0.29, -0.39, 0.69)
H (1.85, -0.14, -3.37)
H (-1.01, 0.74, 3.55)
H (2.02, -0.81, 0.80)
H (-1.13, 1.51, -2.28)
H (-1.70, -0.70, 0.08)
H (1.43, 0.40, 1.86)
H (-1.12, 0.62, -0.62)
H (-1.90, 0.02, 1.42)

Summary:
- HOMO-LUMO gap (eV) = 3.48
- HOMO (eV) = -8.38
- spin multiplicity = 1
- LUMO energy (eV) = -4.904

--- ii ---
A 3-piece molecular cluster, C3H11NO4 overall, computed with ωB97M-V/def2-TZVPD.

Element x y z (Å)
O (1.76, -3.39, 0.59)
O (-1.90, -1.47, -1.71)
O (0.30, 1.22, -2.55)
O (1.06, 2.03, 0.55)
N (-1.17, -0.29, -0.05)
C (-0.91, -0.95, -1.19)
C (-0.18, 0.05, 0.94)
C (-0.05, 1.53, 1.30)
H (1.15, -3.24, -0.15)
H (-0.24, -0.49, 1.98)
H (1.06, -3.17, 1.23)
H (0.57, 1.87, -1.90)
H (-0.63, 1.00, -2.54)
H (0.96, -0.17, 0.72)
H (0.03, -1.11, -1.68)
H (0.13, 1.81, 2.36)
H (-2.13, -0.28, 0.30)
H (-0.95, 2.10, 0.99)
H (1.14, 2.95, 0.79)

Summary:
- HOMO-LUMO gap (eV) = 10.35
- HOMO (eV) = -9.90
- structure (SMILES) = O=CNCCO.O.O
- spin multiplicity = 1
- LUMO energy (eV) = 0.449

Each structure's energy above the most stable one, in kJ/mol: i 560.6; ii 0.0.

--- i ---
A 3-piece molecular cluster, C3H11NO4 overall, computed with ωB97M-V/def2-TZVPD.

Element x y z (Å)
O (0.24, 2.01, -0.95)
O (-0.17, -1.33, -0.92)
O (1.00, 0.51, -2.90)
O (1.17, 0.07, 0.11)
N (-1.91, -0.17, 1.12)
C (-0.63, -0.87, 1.38)
C (0.16, -0.75, 0.12)
C (0.05, -0.21, 2.59)
H (1.20, -0.33, -2.45)
H (-0.82, -1.90, 1.75)
H (-2.46, -0.65, 0.41)
H (1.09, 0.04, 2.39)
H (0.93, 1.03, -0.38)
H (-2.51, -0.12, 1.94)
H (-0.38, 0.78, 2.73)
H (1.80, 1.00, -3.07)
H (-0.20, 1.55, -1.68)
H (-0.10, -0.71, 3.54)
H (-0.32, 2.62, -0.46)

Summary:
- HOMO-LUMO gap (eV) = 10.11
- HOMO (eV) = -9.56
- structure (SMILES) = C[C@@H](N)C(=O)O.O.O
- spin multiplicity = 1
- LUMO energy (eV) = 0.549

--- ii ---
A 3-piece molecular cluster, C3H11NO4 overall, computed with ωB97M-V/def2-TZVPD.

Element x y z (Å)
O (0.29, 0.37, 1.87)
O (-1.34, -2.63, 1.62)
O (-2.67, 0.24, -0.50)
O (0.67, 1.83, -2.31)
N (1.16, -1.20, 0.55)
C (0.94, 0.09, 0.85)
C (1.47, 1.04, -0.21)
C (0.67, 0.71, -1.43)
H (0.71, 1.73, -3.25)
H (0.69, -1.96, 1.04)
H (1.03, -0.33, -1.98)
H (-3.60, -0.02, -0.73)
H (1.34, 2.12, -0.03)
H (-0.41, 0.75, -1.10)
H (-2.05, -2.12, 1.06)
H (-1.38, -1.88, 2.25)
H (-2.60, 1.04, -1.08)
H (1.45, -1.50, -0.36)
H (2.53, 0.98, -0.20)

Summary:
- HOMO-LUMO gap (eV) = 9.87
- HOMO (eV) = -9.53
- structure (SMILES) = NC(=O)CCO.O.O
- spin multiplicity = 1
- LUMO energy (eV) = 0.341

--- iii ---
A 3-piece molecular cluster, C3H11NO4 overall, computed with ωB97M-V/def2-TZVPD.

Element x y z (Å)
O (0.10, 0.03, -2.61)
O (0.19, 0.53, 1.78)
O (-1.09, 2.48, -0.43)
O (2.77, 0.19, 0.09)
N (-1.26, -0.91, 0.57)
C (-0.40, -0.78, 1.71)
C (-0.52, -1.12, -0.65)
C (-0.76, -0.14, -1.78)
H (-1.89, -0.12, 0.54)
H (-1.77, 0.29, -1.85)
H (0.39, -1.53, 1.76)
H (2.59, 0.49, -0.81)
H (0.56, -1.13, -0.48)
H (-0.69, -2.10, -1.13)
H (2.79, -0.77, 0.03)
H (-1.04, -0.79, 2.59)
H (-0.37, 3.13, -0.48)
H (-0.66, 1.68, -0.12)
H (1.03, 0.58, 1.29)

Summary:
- HOMO-LUMO gap (eV) = 9.89
- HOMO (eV) = -9.44
- structure (SMILES) = O=CCNCO.O.O
- spin multiplicity = 1
- LUMO energy (eV) = 0.452

Each structure's energy above the most stable one, in kJ/mol: i 0.0; ii 60.3; iii 69.6.

--- i ---
The molecule C7H8N2O, computed with ωB97M-V/def2-TZVPD.

Element x y z (Å)
O (2.00, -1.41, 0.33)
N (-1.07, 0.20, -0.33)
N (1.19, 1.13, 0.05)
C (2.49, 0.87, 0.34)
C (-2.14, 1.01, -0.13)
C (-2.74, -1.11, 0.19)
C (-3.22, 0.25, 0.08)
C (-1.42, -1.11, -0.09)
C (2.74, -0.59, -0.34)
C (0.20, 0.53, -0.14)
H (3.36, 1.56, 0.13)
H (3.87, -0.82, -0.37)
H (-4.12, 0.69, 0.17)
H (2.34, -0.40, -1.41)
H (-0.52, -1.71, -0.12)
H (2.51, 0.65, 1.44)
H (-2.09, 2.14, -0.19)
H (-3.36, -1.88, 0.40)

Summary:
- HOMO-LUMO gap (spin up / spin down) (eV) = 7.71 / 7.70
- HOMO (spin up / spin down) (eV) = -7.72 / -7.72
- spin multiplicity = 1
- LUMO energy (spin up / spin down) (eV) = -0.013 / -0.014

--- ii ---
The molecule C7H8N2O, computed with ωB97M-V/def2-TZVPD.

Element x y z (Å)
O (1.99, 1.39, -0.22)
N (0.91, -0.63, -0.01)
N (-1.26, -1.28, -0.10)
C (2.01, 0.23, -0.05)
C (-3.11, 0.23, -0.04)
C (3.43, -0.49, 0.09)
C (-0.47, -0.25, 0.01)
C (-2.21, 1.38, 0.09)
C (-2.61, -1.02, -0.13)
C (-0.88, 1.15, 0.01)
H (-3.11, -1.76, -0.12)
H (-2.72, 2.50, 0.09)
H (1.05, -1.64, 0.05)
H (0.12, 1.88, -0.06)
H (3.19, -0.94, 1.01)
H (3.61, -1.22, -0.69)
H (4.23, 0.20, -0.04)
H (-4.16, 0.27, 0.13)

Summary:
- HOMO-LUMO gap (eV) = 9.88
- HOMO (eV) = -8.98
- structure (SMILES) = CC(=O)Nc1ccccn1
- spin multiplicity = 1
- LUMO energy (eV) = 0.908

Each structure's energy above the most stable one, in kJ/mol: i 363.3; ii 0.0.